(1)
{
  "formula": "C20H17F3N2O6ReS",
  "method": "wB97M-V/def2-TZVPD",
  "max_force_ev_per_a": 5.48,
  "homo_lumo_gap_ev": [7.699, 7.765],
  "multiplicity": 4,
  "e_homo_ev": [-8.119, -9.280],
  "charge": 0,
  "e_above_lowest_ev": 0.000,
  "total_energy_ev": -57396.454,
  "symbols": ["Re", "N", "C", "C", "O", "O", "H", "H", "H", "H", "C", "C", "C", "C", "C", "C", "C", "S", "O", "O", "N", "C", "C", "O", "O", "H", "H", "H", "H", "H", "H", "H", "H", "H", "F", "C", "F", "F", "C", "C", "C", "C", "C", "C", "C", "C", "H", "H", "H", "H"],
  "coordinates": [[0.144, 1.529, -1.239], [1.322, 0.783, -2.879], [2.092, -0.451, -2.399], [1.880, -0.683, -0.940], [2.626, -1.352, -0.240], [0.886, 0.016, -0.328], [0.796, 0.518, -3.689], [1.936, 1.528, -3.108], [3.169, -0.376, -2.511], [1.802, -1.375, -2.955], [4.167, -1.080, 4.225], [3.660, -0.018, 3.363], [2.590, 0.864, 3.607], [2.234, 1.867, 2.728], [2.910, 1.927, 1.511], [3.962, 1.113, 1.233], [4.399, 0.199, 2.216], [2.197, 3.011, 0.299], [2.500, 2.489, -1.065], [2.539, 4.357, 0.714], [0.601, 2.756, 0.384], [-0.327, 3.908, 0.525], [-0.859, 4.243, -0.907], [-1.691, 5.122, -1.101], [-0.486, 3.297, -1.797], [3.491, -1.203, 5.117], [5.204, -0.937, 4.584], [4.136, -2.093, 3.699], [2.005, 0.722, 4.512], [1.333, 2.475, 2.895], [4.461, 1.134, 0.250], [5.325, -0.385, 2.025], [0.161, 4.753, 1.010], [-1.147, 3.525, 1.117], [-7.168, -4.345, -1.221], [-5.871, -4.579, -0.850], [-5.877, -4.890, 0.476], [-5.446, -5.738, -1.478], [-4.973, -3.414, -1.185], [-3.826, -3.563, -1.998], [-2.960, -2.476, -2.177], [-3.289, -1.258, -1.615], [-4.577, -1.009, -0.997], [-5.416, -2.104, -0.812], [-2.342, -0.272, -1.467], [-1.417, 0.591, -1.332], [-3.570, -4.504, -2.487], [-2.000, -2.631, -2.627], [-4.851, -0.028, -0.563], [-6.435, -1.959, -0.523]],
  "lowdin_charge": [1.609, -0.035, -0.081, -0.560, 0.085, -0.238, 0.107, 0.085, 0.133, 0.149, -0.072, -0.292, -0.016, -0.050, -0.305, -0.060, -0.033, 0.662, -0.378, -0.267, -0.349, -0.130, -0.519, 0.078, -0.251, 0.091, 0.092, 0.111, 0.115, 0.124, 0.127, 0.133, 0.116, 0.117, 0.118, -0.514, 0.126, 0.092, -0.095, 0.011, -0.017, -0.263, 0.013, -0.001, -0.035, -0.213, 0.122, 0.113, 0.131, 0.114]
}


(2)
{
  "formula": "C20H17F9FeN8O3PS2Se",
  "method": "wB97M-V/def2-TZVPD",
  "max_force_ev_per_a": 1.82,
  "homo_lumo_gap_ev": [4.796, 4.913],
  "multiplicity": 2,
  "e_homo_ev": [-0.976, -1.075],
  "charge": -2,
  "e_above_lowest_ev": 2.963,
  "total_energy_ev": -194235.638,
  "symbols": ["Fe", "C", "C", "N", "C", "S", "N", "N", "C", "C", "C", "C", "C", "C", "C", "N", "H", "H", "H", "H", "H", "H", "H", "H", "H", "H", "H", "H", "H", "Se", "C", "C", "C", "N", "C", "C", "H", "H", "H", "H", "F", "C", "F", "F", "S", "O", "O", "O", "F", "P", "F", "F", "F", "F", "F", "N", "C", "C", "C", "N", "C", "N"],
  "coordinates": [[-0.194, 0.439, 0.514], [-4.797, -2.728, -2.891], [-4.001, -2.705, -1.593], [-2.610, -3.080, -1.797], [-1.583, -2.196, -1.593], [0.017, -2.902, -1.466], [-1.874, -0.937, -1.541], [-0.818, -0.109, -1.290], [-0.182, 0.405, -2.275], [-0.527, 0.171, -3.708], [1.021, 1.163, -1.892], [1.843, 1.806, -2.805], [3.006, 2.410, -2.355], [3.319, 2.344, -1.011], [2.446, 1.690, -0.156], [1.329, 1.112, -0.583], [-5.843, -2.470, -2.705], [-4.765, -3.715, -3.359], [-4.386, -2.006, -3.599], [-4.441, -3.377, -0.854], [-4.019, -1.712, -1.152], [-2.348, -4.028, -1.590], [-1.551, -0.190, -3.773], [0.131, -0.592, -4.132], [-0.426, 1.088, -4.290], [1.574, 1.828, -3.851], [3.660, 2.921, -3.050], [4.218, 2.789, -0.610], [2.646, 1.611, 0.903], [0.714, -1.829, 0.836], [2.556, -1.512, 0.450], [3.104, -1.633, -0.825], [4.444, -1.333, -1.009], [5.268, -0.934, -0.039], [4.731, -0.828, 1.178], [3.405, -1.103, 1.475], [2.483, -1.930, -1.660], [4.880, -1.414, -2.000], [5.397, -0.495, 1.968], [3.036, -0.968, 2.485], [2.207, 2.878, 2.830], [0.132, 3.570, 2.020], [0.923, 4.066, 1.023], [-0.018, 4.562, 2.928], [-1.487, 3.144, 1.261], [-2.023, 4.397, 0.801], [-2.201, 2.446, 2.290], [-1.047, 2.268, 0.146], [-1.916, -0.666, 1.341], [-3.049, -1.571, 2.178], [-1.871, -2.076, 3.157], [-4.132, -2.489, 2.949], [-2.716, -2.800, 1.168], [-4.179, -1.055, 1.147], [-3.342, -0.334, 3.134], [0.766, 1.106, 2.153], [0.884, 2.373, 2.607], [0.492, 1.356, 3.618], [-0.759, 1.306, 4.352], [-1.583, 1.302, 5.151], [1.595, 0.814, 4.398], [2.463, 0.352, 4.993]],
  "lowdin_charge": [0.358, -0.105, -0.271, -0.039, -0.819, 0.499, 0.041, -0.073, -0.265, -0.018, -0.184, -0.005, -0.062, -0.038, -0.092, 0.060, 0.061, 0.058, 0.062, 0.112, 0.089, 0.089, 0.073, 0.088, 0.072, 0.101, 0.101, 0.109, 0.102, 0.885, -0.568, -0.129, -0.176, 0.034, -0.167, -0.120, 0.045, 0.093, 0.098, 0.082, 0.002, -0.462, 0.072, 0.093, 0.515, -0.295, -0.275, -0.344, -0.250, 0.169, -0.169, -0.164, -0.167, -0.153, -0.136, 0.061, -0.418, -0.290, -0.157, 0.188, -0.157, 0.154]
}


(3)
{
  "formula": "C20H17I2IrN10O5S",
  "method": "wB97M-V/def2-TZVPD",
  "max_force_ev_per_a": 0.85,
  "homo_lumo_gap_ev": [7.755, 4.670],
  "multiplicity": 2,
  "e_homo_ev": [-10.589, -10.589],
  "charge": 1,
  "e_above_lowest_ev": 0.378,
  "total_energy_ev": -76022.901,
  "symbols": ["Ir", "I", "C", "C", "C", "I", "C", "O", "C", "C", "N", "C", "C", "C", "C", "C", "C", "N", "C", "H", "H", "H", "H", "H", "H", "H", "H", "H", "H", "H", "O", "C", "O", "C", "C", "N", "N", "C", "C", "O", "O", "H", "H", "H", "N", "N", "N", "C", "N", "N", "H", "H", "H", "S", "C", "N"],
  "coordinates": [[-0.603, 0.697, -0.639], [6.988, -2.342, -1.425], [5.141, -1.433, -1.417], [4.491, -1.172, -2.631], [3.272, -0.557, -2.615], [2.282, -0.141, -4.381], [2.619, -0.165, -1.369], [1.525, 0.439, -1.449], [3.330, -0.460, -0.131], [2.786, -0.104, 1.234], [1.698, 0.837, 1.158], [1.135, 1.263, 2.409], [-0.183, 1.971, 2.206], [-0.774, 2.584, 3.300], [-1.857, 3.423, 3.121], [-2.295, 3.671, 1.830], [-1.699, 2.992, 0.790], [-0.689, 2.114, 0.967], [4.555, -1.066, -0.194], [4.956, -1.450, -3.566], [3.626, 0.242, 1.856], [2.430, -1.018, 1.727], [1.978, 1.641, 0.608], [1.778, 1.986, 2.932], [1.024, 0.414, 3.089], [-0.352, 2.424, 4.283], [-2.331, 3.897, 3.969], [-3.103, 4.357, 1.622], [-2.037, 3.119, -0.226], [5.098, -1.259, 0.723], [-4.818, -1.748, 2.529], [-3.657, -2.307, 2.820], [-3.526, -3.153, 3.661], [-2.455, -1.849, 2.051], [-1.197, -2.379, 2.247], [-0.352, -1.735, 1.421], [-0.997, -0.827, 0.692], [-2.273, -0.880, 1.052], [-3.192, 0.056, 0.330], [-4.380, 0.085, 0.569], [-2.598, 0.807, -0.560], [-4.758, -1.069, 1.814], [-0.878, -3.164, 2.912], [0.623, -1.912, 1.252], [-0.496, -3.427, -3.956], [-0.739, -2.146, -3.506], [-1.448, -1.290, -4.199], [-1.503, -0.253, -3.378], [-0.837, -0.523, -2.250], [-0.357, -1.750, -2.338], [-0.646, -3.420, -4.959], [0.466, -3.664, -3.737], [-2.001, 0.678, -3.590], [-1.419, 3.845, -3.953], [-0.885, 2.904, -2.780], [-0.466, 2.216, -1.920]],
  "lowdin_charge": [1.414, 1.032, -0.713, -0.216, -0.609, 1.057, -0.374, -0.169, -0.096, -0.163, -0.109, -0.157, -0.233, -0.007, -0.018, -0.013, -0.099, -0.026, -0.102, 0.091, 0.138, 0.120, 0.131, 0.140, 0.132, 0.128, 0.124, 0.124, 0.103, 0.112, 0.155, -0.491, 0.131, -0.021, 0.042, 0.072, -0.077, -0.114, -0.501, 0.122, -0.144, 0.078, 0.152, 0.151, 0.160, -0.285, 0.168, -0.148, -0.158, 0.114, 0.113, 0.103, 0.115, 0.613, -0.970, -0.120]
}


(4)
{
  "formula": "C20H17LiN2O2",
  "method": "wB97M-V/def2-TZVPD",
  "max_force_ev_per_a": 2.57,
  "homo_lumo_gap_ev": [4.164, 4.165],
  "e_homo_ev": [-5.784, -5.784],
  "charge": 0,
  "total_energy_ev": -28296.144,
  "symbols": ["Li", "O", "C", "O", "C", "C", "C", "C", "C", "C", "N", "C", "C", "C", "C", "C", "C", "N", "H", "H", "H", "H", "H", "H", "H", "H", "H", "H", "C", "C", "C", "C", "C", "C", "C", "H", "H", "H", "H", "H", "H", "H"],
  "coordinates": [[-0.135, -1.178, 1.048], [3.935, 4.777, 3.473], [2.939, 5.017, 2.596], [2.762, 6.134, 2.184], [2.090, 3.868, 2.188], [1.048, 4.130, 1.294], [0.190, 3.144, 0.873], [0.353, 1.817, 1.314], [1.388, 1.561, 2.228], [2.234, 2.558, 2.656], [-0.434, 0.753, 0.965], [-1.259, 0.781, -0.039], [-2.089, -0.332, -0.368], [-2.992, -0.251, -1.441], [-3.716, -1.366, -1.799], [-3.544, -2.538, -1.066], [-2.673, -2.520, 0.009], [-1.969, -1.460, 0.366], [3.986, 3.849, 3.732], [0.932, 5.145, 0.946], [-0.628, 3.405, 0.217], [1.502, 0.546, 2.590], [3.008, 2.293, 3.365], [-1.342, 1.649, -0.693], [-3.112, 0.682, -1.973], [-4.397, -1.336, -2.634], [-4.069, -3.442, -1.331], [-2.528, -3.402, 0.620], [1.667, -2.188, 0.542], [1.011, -2.342, -0.696], [0.393, -3.562, -1.069], [-0.254, -3.695, -2.273], [-0.318, -2.629, -3.166], [0.272, -1.419, -2.825], [0.922, -1.271, -1.620], [2.409, -1.404, 0.610], [1.905, -3.082, 1.097], [0.434, -4.398, -0.379], [-0.719, -4.637, -2.538], [-0.825, -2.742, -4.111], [0.223, -0.589, -3.519], [1.399, -0.328, -1.371]],
  "lowdin_charge": [0.576, 0.124, -0.478, 0.120, -0.123, -0.001, 0.006, -0.266, 0.002, -0.010, 0.049, -0.065, -0.271, 0.001, -0.039, -0.030, -0.116, 0.064, 0.090, 0.124, 0.106, 0.112, 0.111, 0.131, 0.118, 0.113, 0.111, 0.122, -0.167, -0.431, -0.093, -0.128, -0.143, -0.126, -0.108, 0.017, 0.014, 0.104, 0.097, 0.082, 0.097, 0.102]
}


(5)
{
  "formula": "C20H17N3O3",
  "method": "wB97M-V/def2-TZVPD",
  "max_force_ev_per_a": 1.40,
  "homo_lumo_gap_ev": 8.230,
  "e_homo_ev": -8.882,
  "smiles": "Cc1ccc(C(=O)Nc2ccc(Cc3ccncc3)cc2)cc1[N+](=O)[O-]",
  "charge": 0,
  "e_above_lowest_ev": 3.418,
  "total_energy_ev": -31626.849,
  "symbols": ["C", "C", "C", "C", "C", "C", "C", "N", "O", "O", "H", "C", "O", "N", "C", "C", "C", "C", "C", "C", "H", "H", "C", "C", "C", "C", "N", "C", "C", "H", "H", "H", "H", "H", "H", "H", "H", "H", "H", "H", "H", "H", "H"],
  "coordinates": [[-0.740, 4.513, 1.121], [0.408, 3.598, 0.866], [1.515, 4.061, 0.158], [2.598, 3.251, -0.118], [2.607, 1.920, 0.293], [1.532, 1.441, 1.020], [0.445, 2.264, 1.297], [-0.634, 1.659, 2.032], [-0.677, 0.444, 2.045], [-1.438, 2.371, 2.593], [1.516, 0.429, 1.397], [3.810, 1.074, 0.025], [4.938, 1.501, 0.159], [3.582, -0.220, -0.326], [2.380, -0.837, -0.709], [2.135, -2.149, -0.314], [0.960, -2.777, -0.677], [0.007, -2.117, -1.444], [0.268, -0.815, -1.851], [1.444, -0.180, -1.500], [1.641, 0.823, -1.847], [-0.454, -0.291, -2.461], [-1.278, -2.798, -1.813], [-2.336, -2.721, -0.737], [-2.222, -1.906, 0.381], [-3.259, -1.891, 1.303], [-4.359, -2.611, 1.181], [-4.468, -3.389, 0.117], [-3.496, -3.481, -0.864], [-3.635, -4.132, -1.714], [-5.382, -3.966, 0.050], [-3.196, -1.267, 2.183], [-1.351, -1.294, 0.549], [-1.687, -2.344, -2.721], [-1.087, -3.853, -2.031], [0.777, -3.791, -0.356], [2.868, -2.670, 0.284], [4.409, -0.805, -0.324], [3.450, 3.636, -0.658], [1.520, 5.086, -0.181], [-0.797, 4.758, 2.181], [-0.625, 5.432, 0.552], [-1.687, 4.045, 0.859]],
  "lowdin_charge": [-0.039, -0.174, -0.014, 0.011, -0.141, 0.055, -0.085, -0.331, 0.067, 0.093, 0.133, -0.437, 0.087, 0.141, -0.259, -0.009, -0.024, -0.250, -0.018, -0.015, 0.121, 0.120, -0.105, -0.205, -0.010, -0.136, 0.052, -0.156, -0.032, 0.110, 0.102, 0.105, 0.086, 0.128, 0.126, 0.122, 0.116, 0.161, 0.126, 0.116, 0.093, 0.081, 0.088]
}